ORCA calculation (ωB97M-V/def2-TZVPD) on a structure of composition C24H34BCl2GaN6OS2.

Structure (XYZ):
```
71
Properties=species:S:1:pos:R:3:forces:R:3
Ga -0.174382 -0.006684 0.066551 -0.331 0.511 -0.087
C -3.722610 -0.194699 -0.077358 -0.001 0.037 0.038
C -3.118105 1.045498 -0.649066 -0.061 -0.081 0.027
C -3.731043 2.127629 -1.293040 -0.015 -0.059 0.038
C -2.701130 2.987798 -1.620026 0.074 0.048 -0.034
C -2.767087 4.305786 -2.316969 0.017 -0.015 0.002
N -1.548313 2.440108 -1.190327 -0.045 -0.014 -0.021
N -1.812313 1.247992 -0.590591 0.113 0.160 -0.050
B -0.100435 2.932261 -1.441806 0.117 -0.112 0.042
N 0.600147 1.920857 -2.390057 -0.105 0.158 -0.158
N 0.263072 0.612666 -2.323789 0.010 -0.032 0.204
C 0.755790 0.025947 -3.402122 0.053 -0.052 -0.049
C 0.478636 -1.414999 -3.683978 0.066 0.033 0.029
C 1.450139 0.963746 -4.184672 -0.059 -0.038 0.039
C 1.323898 2.158433 -3.504583 0.027 0.011 0.011
C 1.879514 3.499640 -3.847730 -0.060 -0.013 -0.008
N 0.637403 3.024445 -0.085312 -0.344 -0.008 0.076
N 0.409335 2.067903 0.860847 0.344 -0.072 -0.313
C 0.984340 2.487686 1.982208 -0.010 0.009 0.138
C 0.925786 1.707313 3.253704 0.101 -0.102 -0.103
C 1.581578 3.736556 1.770926 -0.021 -0.034 0.011
C 1.331851 4.044349 0.449137 0.058 0.006 -0.074
C 1.739724 5.255649 -0.321283 -0.043 0.003 0.023
H -4.804921 -0.183266 -0.196237 -0.001 -0.002 -0.006
H -3.479607 -0.278937 0.982097 0.003 0.002 0.006
H -3.328886 -1.084375 -0.573127 -0.017 -0.008 -0.010
H -4.780441 2.265790 -1.490284 -0.010 0.009 0.011
H -3.806467 4.557790 -2.518249 -0.002 0.001 -0.008
H -2.225381 4.282857 -3.262975 -0.011 0.001 -0.011
H -2.330243 5.096443 -1.706874 -0.010 0.009 0.000
H -0.130910 4.004950 -1.973778 0.057 0.004 0.082
H -0.097796 -1.848873 -2.865631 0.016 -0.008 0.017
H 1.402312 -1.977166 -3.823682 0.051 -0.060 0.019
H -0.106820 -1.518171 -4.598863 -0.014 -0.017 0.008
H 1.952304 0.801466 -5.123454 0.032 -0.004 -0.004
H 2.433071 3.436335 -4.782546 -0.003 0.012 -0.007
H 2.560714 3.849422 -3.071811 0.016 0.011 -0.007
H 1.092639 4.246491 -3.957675 -0.001 0.007 -0.003
H 0.027257 1.094726 3.279855 -0.037 0.012 0.016
H 0.925611 2.387793 4.104427 -0.004 -0.020 0.018
H 1.794652 1.050579 3.347198 -0.002 -0.001 0.001
H 2.113468 4.338940 2.487775 -0.005 0.006 0.016
H 2.216198 5.965803 0.351871 0.005 0.009 -0.009
H 0.884701 5.741509 -0.790842 -0.006 0.000 0.002
H 2.450527 5.005457 -1.109146 0.005 0.000 -0.002
S 2.705076 -2.940427 1.299948 -0.073 0.114 -0.036
C -4.159880 -5.939105 0.040335 -0.012 0.029 0.039
C -3.279323 -4.977789 0.791035 -0.027 0.025 -0.007
C -1.896579 -5.114755 0.786790 0.022 -0.025 0.047
C -1.083330 -4.176786 1.410111 0.077 -0.052 0.050
C -1.661416 -3.093028 2.048420 0.036 0.009 -0.185
C -3.041429 -2.953916 2.095562 0.032 0.000 -0.017
C -3.839838 -3.899088 1.477290 0.006 -0.030 0.002
S -0.623186 -1.762101 2.647425 -0.502 0.258 0.232
C -0.668719 -2.197505 4.386462 0.112 -0.069 0.075
O -1.484505 -0.523749 2.561790 0.216 -0.246 0.021
H -3.590968 -6.784345 -0.343366 0.001 -0.020 0.020
H -4.628937 -5.438020 -0.808527 -0.004 -0.011 -0.007
H -4.961255 -6.318870 0.675136 0.008 -0.022 0.003
H -1.446649 -5.961727 0.281995 0.001 0.004 -0.016
H -0.003272 -4.285270 1.407345 0.007 0.048 -0.064
H -3.470749 -2.089706 2.586241 -0.008 0.020 -0.017
H -4.917931 -3.792075 1.508691 -0.010 0.016 -0.020
H -1.703030 -2.257675 4.718856 -0.015 0.000 0.004
H -0.138820 -1.410595 4.920944 -0.007 0.007 0.005
H -0.151381 -3.147363 4.519845 -0.029 -0.021 0.025
Cl 1.680127 -2.576408 -0.477172 0.244 -0.145 0.139
C 2.212950 -3.992166 -1.467746 -0.132 0.024 0.099
Cl 3.634811 -3.653521 -2.416599 0.044 0.021 -0.070
H 1.361859 -4.227705 -2.099292 0.088 -0.078 -0.087
H 2.431191 -4.727343 -0.700936 -0.022 -0.163 -0.150
```
Forces are in eV/Å.

The HOMO energy is -7.1838 eV. The value obtained for the LUMO energy is 0.2 eV. The HOMO-LUMO gap is 7.42 eV. As for the molar mass: 638.15 u.